1.
Density functional theory data (ωB97M-V/def2-TZVPD) for a structure of composition C48H49N7O5P2ReSSe2 at a distorted geometry.

```
115
Properties=species:S:1:pos:R:3:forces:R:3:lowdin_charge:R:1
Re -0.141104 -1.811736 1.201737 3.01 2.48 4.01 1.287
O -3.996925 -6.205351 1.272467 -0.32 0.19 -0.18 0.132
C -2.935214 -6.576736 1.949181 0.19 -0.11 0.18 -0.506
O -2.816172 -7.681794 2.423040 0.05 0.13 -0.01 0.099
C -1.831565 -5.578964 2.099489 0.35 0.25 -0.08 -0.022
C -0.657688 -5.816039 2.795391 -0.53 -0.03 -0.24 0.030
N 0.132684 -4.743949 2.646607 0.12 0.21 0.03 0.073
N -0.458695 -3.814625 1.898664 -0.61 0.12 -0.70 -0.076
C -1.653598 -4.288238 1.553007 0.11 -0.65 0.20 -0.132
C -2.566492 -3.381170 0.782326 -0.91 -1.26 0.36 -0.577
O -3.742900 -3.710987 0.601529 0.33 0.12 -0.10 0.073
O -2.050164 -2.292228 0.416412 0.94 0.66 -0.02 -0.240
H -3.987773 -5.238847 0.979768 0.20 -0.25 0.20 0.071
H -0.366104 -6.677124 3.360629 0.09 -0.16 0.12 0.142
H 1.041340 -4.561966 3.054833 -0.23 0.01 -0.11 0.127
Se -3.262393 4.155806 -1.648201 0.14 -0.06 0.18 0.341
P -1.359239 3.788212 -0.822637 -0.44 0.74 -0.51 0.551
C -1.004149 4.709239 0.704404 0.03 -0.01 -0.22 -0.378
C -1.917016 5.614912 1.214806 -0.01 -0.15 -0.20 -0.092
C -1.600313 6.335093 2.356115 0.08 0.06 0.14 -0.075
C -0.381673 6.138128 2.981238 -0.13 0.09 0.08 -0.082
C 0.537404 5.239170 2.459317 0.16 -0.08 -0.08 -0.074
C 0.235478 4.532987 1.314187 -0.13 0.19 0.08 -0.124
C -0.034734 4.366513 -1.940775 -0.27 -0.23 0.24 -0.325
C 0.094801 3.750137 -3.175892 -0.14 0.03 0.05 -0.099
C 1.026669 4.203596 -4.089905 -0.05 0.00 -0.10 -0.070
C 1.822631 5.292638 -3.774885 0.00 0.04 -0.02 -0.073
C 1.662799 5.940113 -2.560817 0.08 0.09 -0.05 -0.073
C 0.730440 5.488699 -1.645095 -0.02 -0.05 0.08 -0.074
C -1.044758 2.088564 -0.277437 0.36 -0.36 -0.26 -0.353
C -0.740608 0.777381 -0.712525 -0.16 0.56 -0.05 -0.333
N -0.508527 0.079560 0.432327 -0.68 0.19 -0.88 -0.179
N -0.710411 0.881402 1.456355 -0.27 0.28 0.62 -0.111
N -1.025269 2.066605 1.062080 0.12 -0.22 0.50 0.019
P -1.067483 0.022980 -2.324894 0.00 -0.76 -0.61 0.604
Se -1.072341 -2.088989 -2.531245 -0.04 0.18 -0.12 0.448
C 0.221578 0.580465 -3.467364 -0.13 0.07 0.33 -0.400
C 1.486772 0.869774 -2.969937 -0.15 -0.03 -0.01 -0.099
C 2.517338 1.147185 -3.849585 0.07 -0.08 -0.03 -0.082
C 2.282283 1.137076 -5.215757 0.06 -0.02 0.02 -0.091
C 1.026722 0.813899 -5.710123 0.01 0.02 -0.06 -0.072
C -0.002752 0.517200 -4.837474 -0.11 0.06 0.08 -0.101
C -2.733250 0.607208 -2.760941 0.29 0.03 -0.03 -0.367
C -3.747937 -0.012566 -2.032400 0.05 0.01 0.12 -0.107
C -5.070975 0.251785 -2.320330 0.02 0.03 0.02 -0.062
C -5.386326 1.135226 -3.342077 0.08 0.08 -0.11 -0.076
C -4.379155 1.748154 -4.069185 -0.11 -0.04 -0.12 -0.109
C -3.048315 1.488356 -3.785941 0.14 -0.16 0.13 -0.144
H -2.866083 5.752343 0.712715 -0.02 -0.03 -0.02 0.061
H -2.305134 7.050694 2.752038 -0.07 0.04 0.06 0.103
H -0.142575 6.685996 3.879769 0.03 0.09 0.09 0.101
H 1.491743 5.094852 2.942491 0.11 0.00 0.08 0.102
H 0.946926 3.842477 0.884709 0.10 -0.05 0.06 0.097
H -0.565995 2.930523 -3.416483 0.05 0.05 -0.12 0.070
H 1.121589 3.715153 -5.047455 0.00 -0.03 -0.07 0.100
H 2.546321 5.656762 -4.487813 0.09 0.03 -0.08 0.103
H 2.256212 6.811181 -2.326406 0.06 0.08 0.00 0.105
H 0.584834 6.022392 -0.717694 0.07 -0.01 0.02 0.103
H 1.654240 0.868738 -1.899451 0.05 0.07 0.02 0.104
H 3.502574 1.369762 -3.468474 0.09 0.06 0.02 0.109
H 3.080366 1.382589 -5.898477 0.12 -0.01 -0.10 0.105
H 0.848386 0.785689 -6.775407 0.02 0.00 -0.07 0.108
H -0.976830 0.224633 -5.205867 0.00 -0.02 -0.07 0.109
H -3.486661 -0.726513 -1.261026 -0.04 -0.07 0.05 0.083
H -5.851811 -0.244454 -1.763078 -0.05 -0.01 0.06 0.109
H -6.419834 1.341248 -3.576477 -0.09 0.03 -0.03 0.105
H -4.626048 2.435319 -4.865469 -0.03 0.06 -0.03 0.108
H -2.271771 1.972073 -4.361501 -0.01 0.06 -0.01 0.090
C 2.240061 1.498669 1.990221 0.01 -0.08 0.09 -0.055
C 3.145066 0.435201 2.514638 -0.42 -0.29 -0.16 -0.203
C 4.408356 0.728805 2.971155 0.21 -0.13 0.04 -0.059
C 5.275610 -0.264554 3.407028 -0.03 -0.05 0.01 -0.083
C 4.859953 -1.588532 3.380816 0.16 0.22 0.10 -0.066
C 3.600795 -1.931968 2.949738 -0.67 0.01 -0.33 -0.212
C 3.156051 -3.359896 2.923359 0.09 0.15 -0.03 -0.062
C 2.674948 -0.926097 2.499275 2.49 0.64 0.85 -0.302
N 1.479407 -1.227134 2.090930 -5.01 -1.98 -2.23 -0.038
H 2.715916 2.476147 2.013754 0.07 0.05 -0.01 0.075
H 1.319647 1.534955 2.570699 -0.07 0.08 -0.05 0.062
H 1.963107 1.254666 0.963808 -0.14 0.14 -0.12 0.072
H 4.739994 1.757386 2.979742 -0.03 0.13 -0.04 0.109
H 6.265756 -0.010944 3.750905 0.10 0.03 0.04 0.098
H 5.538493 -2.365781 3.704943 0.02 -0.10 0.02 0.110
H 4.007732 -4.030826 2.846240 0.01 -0.11 0.02 0.085
H 2.495479 -3.498460 2.069079 0.00 -0.20 -0.08 0.035
H 2.616931 -3.589167 3.845316 -0.11 -0.13 0.11 0.085
O -2.005724 -2.464201 3.733671 -0.44 -0.98 0.72 -0.452
S -1.693878 -1.240972 2.994598 0.01 1.01 0.39 0.824
C -1.364935 0.043043 4.274497 0.37 0.01 -0.50 -0.260
C -2.653640 0.835206 4.461272 -0.26 0.04 0.01 -0.214
C -3.799975 0.008305 3.873774 -0.06 0.07 0.21 -0.227
C -3.301316 -0.505257 2.541880 0.38 -0.01 -0.15 -0.265
H -0.547071 0.652831 3.906613 0.09 0.02 0.06 0.061
H -1.054277 -0.498138 5.164690 -0.06 -0.25 -0.08 0.098
H -2.585255 1.784522 3.924543 0.04 -0.03 0.04 0.113
H -2.829411 1.043611 5.517973 0.06 0.07 -0.06 0.114
H -4.705779 0.606513 3.761352 0.01 -0.10 0.00 0.121
H -4.010473 -0.849617 4.517051 -0.13 0.09 0.01 0.116
H -3.111304 0.300465 1.835700 -0.05 0.04 -0.09 0.089
H -3.916552 -1.278757 2.086596 0.12 -0.08 -0.02 0.099
C 3.202700 -2.920671 -2.845813 -0.14 0.02 0.06 -0.025
C 2.506742 -3.856495 -1.850692 0.46 -0.43 -0.52 -0.582
C 1.573624 -4.838017 -2.574335 -0.10 0.10 0.00 -0.036
C 3.536703 -4.617274 -1.000472 -0.11 0.07 -0.04 -0.032
C 1.688164 -3.082054 -0.949927 -1.32 1.27 1.77 -0.125
N 1.015251 -2.531139 -0.181275 2.05 -1.65 -2.65 -0.021
H 3.785113 -3.509825 -3.549590 0.07 -0.08 -0.05 0.092
H 3.866496 -2.233781 -2.326652 0.10 0.07 0.04 0.090
H 2.468899 -2.339488 -3.398897 -0.09 0.06 -0.07 0.081
H 2.145121 -5.462410 -3.255324 0.14 -0.05 -0.06 0.093
H 0.818046 -4.297244 -3.141254 0.00 0.02 -0.04 0.044
H 1.066473 -5.476509 -1.855019 -0.05 -0.11 0.05 0.093
H 4.144275 -5.245066 -1.646363 0.07 -0.06 -0.09 0.091
H 3.034971 -5.250821 -0.273472 -0.03 -0.11 0.08 0.086
H 4.186340 -3.927440 -0.467899 0.09 0.08 0.05 0.088
```
Forces are in eV/Å.

expectation value of S² = 0.8023
ΔE to the lowest compared entry with this formula, charge and spin = 22.9 kcal per mole
Kohn-Sham gap (alpha / beta) = 6.3 / 6.6 eV
2S+1 = 2
highest occupied orbital energy (alpha / beta) = -7.1 / -7.8 eV



2.
Density functional theory data (ωB97M-V/def2-TZVPD) for a structure of composition C12H8N2O4Sr at a distorted geometry.

```
27
Properties=species:S:1:pos:R:3:forces:R:3:lowdin_charge:R:1
Sr 0.451357 0.171733 0.815654 1.17 0.12 0.30 1.354
C -1.918886 -0.203243 -0.710470 -5.48 -0.65 -0.37 -0.047
O -3.043841 -0.366423 -0.928485 4.59 0.62 0.57 0.168
C 0.249558 -0.335397 -2.003722 0.48 -0.91 -5.44 -0.059
O 0.124729 -0.538041 -3.139108 0.38 0.87 4.91 0.151
C 0.121077 -2.353676 0.387220 -0.32 -6.71 0.42 -0.029
O 0.053823 -3.510585 0.467812 0.25 5.47 -0.53 0.164
C -0.116336 2.363878 -0.408428 -0.50 4.47 -1.36 -0.044
O -0.247363 3.449577 -0.735123 0.30 -3.30 0.85 0.183
C 5.052005 0.454095 1.032498 -0.20 -0.10 -0.55 -0.094
H 4.960162 1.469014 1.436268 0.12 -0.38 -0.17 0.050
H 5.040143 -0.370104 1.755035 0.09 0.30 -0.29 0.049
C 5.224321 0.233885 -0.283912 -0.29 0.07 0.50 -0.071
H 5.352194 -0.776766 -0.688072 0.00 0.40 0.21 0.057
H 5.272605 1.057877 -1.004953 0.03 -0.30 0.33 0.057
N -5.358988 2.779092 0.607234 1.78 -1.94 1.63 0.219
C -4.683569 2.029386 1.208217 -1.20 1.63 -1.00 -0.134
C -3.799693 1.032943 1.801950 -0.41 0.32 -0.06 -0.182
C -4.289965 -0.272908 1.999797 0.02 0.63 -0.39 0.040
C -3.380603 -1.264262 2.333503 -0.50 -0.70 0.80 -0.006
C -2.045227 -0.934150 2.481892 0.41 0.11 -0.67 -0.151
N -1.562964 0.294875 2.196082 -0.89 0.65 1.41 -0.158
C -2.443862 1.310809 2.018139 0.03 -0.86 -0.85 -0.080
H -5.366208 -0.448506 1.850051 0.66 -0.13 0.08 0.159
H -3.727507 -2.288711 2.531214 0.25 0.55 -0.08 0.145
H -1.282295 -1.662004 2.790553 -0.49 0.06 -0.19 0.122
H -2.022810 2.316717 1.933206 -0.31 -0.27 -0.09 0.135
```
Forces are in eV/Å.

ΔE to the lowest compared entry with this formula, charge and spin = 6.3 kcal per mole
Kohn-Sham gap = 7.2 eV
2S+1 = 1
highest occupied orbital energy = -15.6 eV
total charge = +2



3.
Density functional theory data (ωB97M-V/def2-TZVPD) for a structure of composition CBr2FNO2 at a distorted geometry.

```
7
Properties=species:S:1:pos:R:3:forces:R:3:lowdin_charge:R:1
C 0.359733 -0.142621 -0.493275 3.62 0.97 1.69 -0.913
N -0.741936 0.430162 0.214958 -1.66 0.03 0.16 -0.494
O -0.707557 1.625315 0.352938 -0.62 -0.07 0.55 0.126
O -1.595240 -0.390814 0.493191 -0.39 1.16 0.73 0.011
F 1.069854 0.823666 -1.059131 -0.47 -1.81 0.05 0.071
Br 0.017640 -1.737010 -1.253530 0.53 -0.68 -1.01 0.981
Br 1.597506 -0.608700 1.744849 -1.01 0.40 -2.16 0.217
```
Forces are in eV/Å.

ΔE to the lowest compared entry with this formula, charge and spin = 35.6 kcal per mole
Kohn-Sham gap (alpha / beta) = 7.5 / 7.5 eV
2S+1 = 1
highest occupied orbital energy (alpha / beta) = -10.5 / -10.5 eV



4.
Density functional theory data (ωB97M-V/def2-TZVPD) for a structure of composition C22H17BrF2O2S at a distorted geometry.

```
45
Properties=species:S:1:pos:R:3:forces:R:3:lowdin_charge:R:1
F -3.752742 4.674551 1.677465 -0.36 -1.00 0.41 0.027
C -3.908336 3.306771 1.736249 -0.19 0.24 -0.43 -0.239
C -5.195373 2.743828 1.744735 0.51 -0.11 -0.18 -0.014
C -5.303264 1.342932 1.703551 0.32 0.33 -0.03 -0.082
C -4.172672 0.546556 1.527318 0.47 0.62 0.11 -0.023
C -2.883495 1.150149 1.393408 -2.14 1.41 2.32 -0.219
C -1.712994 0.426575 1.085332 1.57 -1.05 0.17 -0.052
C -0.461401 0.948315 1.264326 -1.21 -1.46 0.39 -0.041
C 0.640120 0.744289 0.261207 0.15 0.28 -2.77 -0.290
C 1.684052 1.886551 0.384219 0.07 -1.28 0.05 -0.179
C 2.126016 2.374161 1.639013 -0.05 0.51 -0.63 0.050
C 3.158569 3.317979 1.609424 -0.56 0.17 0.19 -0.241
F 3.522402 3.922572 2.787859 -0.05 -0.60 -0.93 0.037
C 3.756039 3.710102 0.417583 0.23 -0.25 0.16 -0.015
C 3.296264 3.211413 -0.792213 0.29 -0.15 0.14 -0.076
C 2.248105 2.322365 -0.825118 -0.48 -0.17 0.02 -0.097
C -2.754217 2.541100 1.635639 -0.62 -0.30 -0.34 0.046
H -6.101588 3.348941 1.710647 0.43 0.04 0.18 0.115
H -6.294830 0.886546 1.780145 0.41 0.15 -0.04 0.107
H -4.286444 -0.537197 1.578454 0.21 0.24 -0.40 0.115
H -1.972947 -0.574043 0.704489 0.87 0.69 -0.73 0.105
H -0.312185 1.614206 2.149448 -0.06 -0.11 -1.46 0.111
H 0.190245 0.884851 -0.807338 0.20 0.40 1.86 0.151
H 1.628020 2.156689 2.603946 0.52 -0.10 -0.81 0.129
H 4.627096 4.333417 0.387750 0.15 0.45 0.38 0.112
H 3.815614 3.444323 -1.714894 -0.09 0.27 0.11 0.112
H 1.886540 1.962270 -1.809868 0.16 0.17 1.00 0.095
H -1.751205 2.990983 1.677707 -0.80 0.01 -0.38 0.124
Br 2.397226 -0.809347 -1.756225 0.18 1.02 0.81 0.783
C 1.231357 -0.653137 -0.121247 1.82 -3.73 1.39 -0.565
S -0.001576 -1.957369 -0.673013 -1.25 -0.12 1.16 0.619
C 0.648793 -3.434603 -1.494901 0.72 0.90 0.17 -0.325
C 0.792370 -3.355369 -2.877194 0.17 -0.53 0.14 -0.125
C 1.366998 -4.436836 -3.543258 -0.33 -0.37 0.76 -0.057
C 1.715207 -5.570595 -2.780511 0.20 0.40 0.36 -0.065
C 1.643535 -5.609304 -1.368000 -0.52 0.58 -0.77 -0.055
C 1.073015 -4.512823 -0.707268 0.13 0.11 -0.72 -0.050
O -0.587583 -2.545141 0.519194 0.17 0.66 -0.09 -0.336
O -0.798545 -1.199342 -1.596875 -0.50 -0.23 -0.60 -0.336
H 1.807197 -1.342300 0.633354 -0.76 2.01 -0.87 0.114
H 0.445487 -2.457105 -3.372393 0.13 -0.10 -0.11 0.098
H 1.533197 -4.409370 -4.622269 -0.18 -0.12 0.37 0.111
H 2.072088 -6.443896 -3.302067 0.24 -0.10 -0.05 0.097
H 2.012354 -6.475457 -0.814016 -0.26 0.27 -0.23 0.109
H 0.933508 -4.469219 0.366188 0.10 -0.06 -0.09 0.112
```
Forces are in eV/Å.

Kohn-Sham gap = 8.0 eV
2S+1 = 1
highest occupied orbital energy = -8.2 eV